[1]
Formula: C41H85BrF2N4O11Si
Source: the Open Molecules 2025 dataset
Level of theory: the ωB97M-V functional and the def2-TZVPD basis

```
145
C41H85BrF2N4O11Si the ωB97M-V functional and the def2-TZVPD basis
C 2.969 -2.241 2.758
Si 1.533 -2.005 1.575
C 0.410 -3.497 1.735
C 2.266 -1.971 -0.177
C 2.134 -0.697 -1.020
C 1.007 -0.702 -2.032
F 1.458 -1.208 -3.231
F 0.640 0.592 -2.300
C -0.228 -1.499 -1.674
O -1.215 -1.416 -2.678
C -2.250 -0.486 -2.461
C -3.302 -0.953 -1.442
O -3.389 -2.353 -1.372
C -2.781 -2.959 -0.259
C -3.561 -4.229 0.054
C -2.726 -5.166 0.852
O -2.857 -5.432 1.974
Br -1.194 -5.863 -0.142
C 0.547 -0.486 2.119
C -0.057 0.478 1.288
C -0.809 1.542 1.813
C -0.983 1.658 3.200
C -0.406 0.713 4.050
C 0.356 -0.337 3.509
H 3.300 -3.272 2.669
H 2.705 -2.067 3.794
H 3.803 -1.602 2.487
H 0.062 -3.617 2.756
H 0.943 -4.399 1.448
H -0.451 -3.407 1.081
H 1.878 -2.828 -0.718
H 3.323 -2.184 -0.055
H 2.051 0.196 -0.415
H 3.037 -0.569 -1.610
H -0.621 -1.172 -0.713
H 0.049 -2.543 -1.592
H -2.721 -0.351 -3.427
H -1.866 0.488 -2.156
H -3.121 -0.524 -0.456
H -4.265 -0.576 -1.774
H -1.756 -3.242 -0.491
H -2.774 -2.290 0.600
H -3.838 -4.672 -0.895
H -4.440 -4.030 0.654
H 0.040 0.424 0.218
H -1.248 2.264 1.142
H -1.564 2.471 3.605
H -0.553 0.791 5.109
H 0.780 -1.054 4.197
C -3.859 8.646 2.256
O -4.886 7.681 2.162
C -5.767 7.855 1.060
C -5.606 6.744 0.049
N -4.321 6.832 -0.631
C -3.997 5.693 -1.483
C -3.826 4.330 -0.825
O -2.699 4.233 0.024
C -2.891 4.655 1.360
H -3.347 8.479 3.202
H -3.129 8.561 1.443
H -4.266 9.662 2.253
H -5.605 8.830 0.591
H -6.789 7.831 1.448
H -6.404 6.824 -0.695
H -5.743 5.792 0.583
H -3.592 6.941 0.061
H -3.065 5.927 -2.002
H -4.773 5.607 -2.250
H -3.662 3.602 -1.624
H -4.728 4.013 -0.288
H -3.912 4.468 1.703
H -2.655 5.714 1.500
H -2.203 4.081 1.980
C 5.831 -7.654 -0.359
O 6.135 -6.327 -0.737
C 6.166 -6.099 -2.140
C 5.026 -5.208 -2.575
N 3.746 -5.891 -2.451
C 2.578 -5.043 -2.659
C 2.337 -3.898 -1.686
O 2.001 -4.305 -0.372
C 3.093 -4.574 0.488
H 5.971 -7.721 0.718
H 4.798 -7.930 -0.596
H 6.502 -8.369 -0.845
H 6.141 -7.049 -2.683
H 7.110 -5.600 -2.373
H 5.174 -4.927 -3.621
H 5.080 -4.289 -1.973
H 3.686 -6.310 -1.532
H 1.695 -5.687 -2.635
H 2.635 -4.623 -3.669
H 1.470 -3.343 -2.048
H 3.174 -3.189 -1.658
H 3.954 -3.943 0.253
H 3.400 -5.623 0.452
H 2.773 -4.360 1.508
C 3.203 3.510 10.213
O 1.969 4.184 10.347
C 1.941 5.492 9.790
C 1.031 5.554 8.585
N 1.587 4.809 7.465
C 0.690 4.653 6.326
C -0.596 3.861 6.522
O -0.398 2.480 6.760
C -0.167 2.116 8.109
H 3.130 2.590 10.790
H 3.428 3.253 9.172
H 4.028 4.109 10.609
H 2.952 5.818 9.527
H 1.555 6.169 10.557
H 0.912 6.600 8.287
H 0.045 5.183 8.900
H 1.868 3.892 7.789
H 1.255 4.166 5.527
H 0.423 5.650 5.963
H -1.156 3.924 5.585
H -1.238 4.288 7.301
H -0.691 2.780 8.801
H 0.898 2.107 8.359
H -0.546 1.102 8.243
C 0.223 -2.761 -5.655
O 0.865 -3.063 -6.883
C 0.123 -3.899 -7.757
C -0.327 -3.137 -8.983
N -1.343 -2.151 -8.643
C -1.686 -1.228 -9.718
C -0.605 -0.281 -10.225
O -0.205 0.698 -9.287
C 0.808 0.309 -8.378
H 0.935 -2.231 -5.034
H -0.658 -2.125 -5.795
H -0.091 -3.676 -5.145
H -0.737 -4.334 -7.238
H 0.779 -4.717 -8.073
H -0.750 -3.840 -9.707
H 0.570 -2.691 -9.436
H -1.026 -1.618 -7.843
H -2.520 -0.614 -9.370
H -2.055 -1.813 -10.566
H -1.025 0.270 -11.070
H 0.272 -0.821 -10.603
H 1.499 -0.407 -8.831
H 0.402 -0.126 -7.461
H 1.363 1.206 -8.106
```

The value obtained for the lowest unoccupied orbital energy is 0.6 eV. The value obtained for the HOMO energy is -0.31118 Ha. The gap between HOMO and LUMO comes out at 9.04 eV. The structure (SMILES) is C[Si](C)(CCC(F)(F)COCCOCCC(=O)Br)c1ccccc1.COCCNCCOC.COCCNCCOC.COCCNCCOC.COCCNCCOC. The total energy is -5722.8082 a.u.

[2]
Formula: C41H88F12N12O29S12
Source: the Open Molecules 2025 dataset
Level of theory: the ωB97M-V functional and the def2-TZVPD basis

```
194
C41H88F12N12O29S12 the ωB97M-V functional and the def2-TZVPD basis
C 22.018 19.378 18.814
C 20.824 19.510 17.926
O 19.723 19.070 18.256
N 20.987 20.498 16.812
H 21.744 21.127 17.039
H 21.254 19.923 16.026
C 19.677 21.278 16.377
H 21.891 18.426 19.330
H 22.058 20.173 19.559
H 22.962 19.311 18.272
H 19.893 21.789 15.439
H 19.579 22.035 17.155
H 18.906 20.531 16.190
C 22.702 15.928 17.236
C 24.139 15.955 17.449
O 24.888 16.198 16.505
N 24.664 15.351 18.762
H 23.948 14.977 19.369
H 25.274 14.565 18.592
C 25.661 16.449 19.359
H 22.250 16.721 17.832
H 22.062 15.083 17.491
H 22.522 16.283 16.221
H 25.076 17.314 19.671
H 26.372 16.723 18.579
H 26.229 16.045 20.197
C 15.261 14.082 19.399
C 15.991 15.443 18.944
C 17.433 15.162 19.197
C 18.298 16.324 18.625
C 18.192 16.342 17.095
C 16.719 16.675 16.669
N 15.778 15.734 17.463
O 14.395 15.966 17.090
C 16.662 16.324 15.179
C 16.382 18.155 16.867
C 15.478 16.701 19.783
H 15.373 13.945 20.474
H 15.738 13.198 18.976
H 14.231 14.081 19.042
H 17.754 14.219 18.755
H 17.479 14.983 20.271
H 19.357 16.157 18.821
H 17.947 17.188 19.189
H 18.490 15.371 16.698
H 18.943 17.010 16.673
H 17.174 16.815 14.351
H 15.664 16.617 14.851
H 16.925 15.273 15.065
H 17.016 18.714 16.178
H 16.749 18.453 17.850
H 15.395 18.522 16.587
H 15.846 17.681 19.482
H 15.621 16.580 20.857
H 14.405 16.743 19.593
C 19.850 28.656 21.280
C 19.217 27.528 20.353
C 17.944 28.097 19.711
C 17.392 27.109 18.644
C 18.403 26.767 17.550
C 19.772 26.354 18.018
N 20.203 27.195 19.249
O 21.535 27.000 19.741
C 20.658 26.735 16.792
C 19.786 24.894 18.392
C 18.911 26.296 21.198
H 20.897 28.474 21.522
H 19.367 28.678 22.257
H 19.763 29.642 20.824
H 17.975 29.070 19.221
H 17.163 27.970 20.461
H 16.473 27.551 18.259
H 17.078 26.165 19.090
H 18.512 27.640 16.906
H 17.935 26.110 16.817
H 20.331 26.403 15.807
H 21.676 26.374 16.944
H 20.661 27.810 16.612
H 20.745 24.570 18.797
H 19.563 24.326 17.489
H 18.951 24.688 19.063
H 18.486 26.423 22.193
H 19.845 25.762 21.373
H 18.096 25.694 20.797
C 18.931 18.958 21.099
C 19.199 20.046 22.142
C 19.954 21.105 21.357
C 19.956 22.495 21.979
C 18.545 23.049 22.333
C 17.761 22.149 23.228
N 17.884 20.706 22.658
O 16.886 19.819 23.029
C 16.309 22.510 23.326
C 18.365 22.355 24.743
C 19.955 19.450 23.389
H 18.295 18.190 21.538
H 19.891 18.559 20.773
H 18.347 19.363 20.273
H 19.506 21.189 20.367
H 20.970 20.742 21.209
H 20.492 23.223 21.370
H 20.494 22.552 22.925
H 18.008 23.165 21.392
H 18.659 24.042 22.768
H 15.827 22.127 24.225
H 15.751 22.018 22.530
H 16.023 23.561 23.275
H 18.036 21.518 25.360
H 18.121 23.351 25.112
H 19.442 22.241 24.867
H 19.173 19.165 24.093
H 20.564 20.243 23.823
H 20.555 18.594 23.081
C 19.330 27.462 11.162
C 19.812 26.326 12.106
C 19.331 24.899 11.837
N 20.292 23.792 12.317
C 20.382 23.981 13.822
C 19.689 22.409 11.864
C 20.938 21.461 11.978
C 22.162 22.370 11.455
C 21.670 23.837 11.613
H 19.644 28.422 11.571
H 18.255 27.452 10.982
H 19.805 27.385 10.184
H 19.435 26.516 13.110
H 20.901 26.360 12.090
H 19.125 24.766 10.775
H 18.443 24.534 12.351
H 19.365 23.825 14.182
H 20.796 24.937 14.143
H 21.007 23.176 14.209
H 18.894 22.151 12.564
H 19.291 22.604 10.868
H 21.106 21.120 12.999
H 20.855 20.512 11.447
H 23.146 22.259 11.910
H 22.357 22.215 10.394
H 22.348 24.560 12.066
H 21.383 24.198 10.625
N 26.150 18.959 21.740
S 25.329 19.247 23.143
O 23.893 19.262 23.158
O 25.946 20.070 24.107
F 25.443 17.752 23.753
S 25.750 20.200 21.098
O 26.328 21.489 21.564
O 24.460 20.287 20.414
F 26.720 19.941 19.847
N 22.944 22.371 17.300
S 23.739 23.043 15.991
O 25.172 23.236 15.954
O 23.025 24.053 15.249
F 23.576 21.702 15.073
S 23.617 23.202 18.315
O 23.355 24.635 18.330
O 24.884 22.710 18.912
F 22.670 22.729 19.560
N 15.986 20.599 20.294
S 14.552 20.369 20.125
O 14.069 19.493 19.049
O 13.626 21.439 20.604
F 14.459 19.313 21.297
S 15.953 21.898 19.228
O 15.961 23.180 19.866
O 15.345 21.807 17.925
F 17.537 21.794 18.880
N 22.644 14.608 20.380
S 22.269 15.485 21.497
O 22.069 14.889 22.806
O 21.540 16.691 21.262
F 23.770 15.987 21.658
S 21.221 13.682 20.510
O 19.918 14.335 20.659
O 21.301 12.330 21.106
F 21.180 13.197 18.955
N 16.603 22.914 13.721
S 15.959 21.727 14.328
O 14.546 21.858 14.742
O 16.909 20.859 15.021
F 15.917 20.953 12.937
S 16.350 23.847 15.171
O 17.182 23.605 16.315
O 15.047 24.475 15.301
F 17.231 25.049 14.589
N 21.644 18.749 14.730
S 20.868 17.820 13.942
O 20.907 16.403 14.208
O 20.573 18.254 12.596
F 19.434 18.284 14.568
S 23.073 18.498 13.766
O 23.311 19.298 12.590
O 23.494 17.123 13.528
F 24.054 19.041 14.886
```

The expectation value of S² is 0.755. The value obtained for the lowest unoccupied orbital energy (spin up / spin down) is -4.3 / -4.3 eV. Its multiplicity is 2. The value obtained for the HOMO energy (spin up / spin down) is -0.22519 / -0.25293 Ha. The energy relative to the best compared isomer or geometry (same formula, charge and spin) comes out at 181.1 kJ/mol. The gap between HOMO and LUMO (spin up / spin down) comes out at 1.88 / 2.63 eV. The total energy is -10429.8432 a.u. As for the total charge: -1.